# 1
69
Properties=species:S:1:pos:R:3:nbo_charge:R:1 method="wB97M-V/def2-TZVPD" charge=-1 largest_force_ev_per_a=1.1 gap_ev=4.53 e_homo_ev=-3.60 lumo_ev=0.9
C 3.37 2.35 3.20 -0.14
C 2.41 1.63 3.03 -0.35
B 1.48 0.47 2.70 1.06
O 1.65 -0.26 1.52 -0.88
B 1.64 -1.63 1.84 1.17
C 2.87 -2.54 1.52 -0.77
C 3.17 -2.74 0.02 -0.38
C 3.47 -1.45 -0.77 -0.55
S 2.20 -1.34 -2.05 0.33
C 2.37 0.24 -2.78 -0.13
S 1.04 1.01 -3.28 0.07
N 3.73 0.66 -3.03 -0.59
C 3.97 0.92 -4.43 0.13
C 4.56 -0.11 -5.14 -0.22
C 4.82 0.02 -6.50 -0.20
C 4.48 1.18 -7.16 -0.22
C 3.90 2.22 -6.45 -0.22
C 3.64 2.09 -5.10 -0.17
C 4.20 1.69 -2.13 0.23
C 5.33 1.40 -1.37 -0.23
C 5.85 2.33 -0.50 -0.21
C 5.26 3.57 -0.37 -0.21
C 4.13 3.87 -1.11 -0.19
C 3.61 2.94 -1.98 -0.26
O 0.52 -2.07 2.51 -0.88
B -0.24 -0.98 2.96 1.24
C -1.78 -0.85 2.76 -0.84
C -2.57 -1.14 4.06 -0.25
C -3.26 -2.51 3.98 -0.65
I -4.14 0.36 4.24 0.06
O 0.51 0.04 3.56 -0.87
H 4.20 3.00 3.25 0.23
H 2.68 -3.53 1.94 0.24
H 3.75 -2.15 2.03 0.23
H 2.34 -3.29 -0.43 0.21
H 4.04 -3.39 -0.06 0.21
H 3.49 -0.56 -0.15 0.24
H 4.44 -1.54 -1.24 0.22
H 4.82 -1.02 -4.63 0.22
H 5.27 -0.80 -7.03 0.21
H 4.66 1.27 -8.22 0.21
H 3.64 3.12 -6.98 0.21
H 3.18 2.91 -4.58 0.22
H 5.79 0.43 -1.48 0.22
H 6.72 2.08 0.09 0.21
H 5.65 4.32 0.31 0.21
H 3.66 4.83 -1.01 0.21
H 2.71 3.18 -2.53 0.23
H -2.10 -1.50 1.95 0.25
H -1.96 0.17 2.44 0.26
H -1.96 -1.06 4.94 0.21
H -4.28 -2.41 3.64 0.25
H -3.31 -2.96 4.97 0.21
H -2.75 -3.16 3.28 0.21
C -8.25 0.89 2.69 -0.65
C -7.96 -0.56 3.09 -0.07
O -8.83 -1.53 2.55 -0.59
C -8.52 -2.03 1.20 0.33
O -7.28 -2.35 0.99 -0.87
C -9.04 -1.03 0.12 0.91
F -10.23 -0.43 0.44 -0.36
F -9.28 -1.70 -1.04 -0.35
F -8.20 -0.03 -0.21 -0.35
H -9.33 1.08 2.69 0.20
H -7.77 1.57 3.40 0.18
H -7.87 1.12 1.70 0.22
H -8.10 -0.63 4.17 0.15
H -6.92 -0.82 2.88 0.18
H -9.28 -2.85 1.13 0.08

# 2
10
Properties=species:S:1:pos:R:3:nbo_charge:R:1 method="wB97M-V/def2-TZVPD" largest_force_ev_per_a=5.0 gap_ev="5.56 / 7.73" e_homo_ev="-4.67 / -10.61" lumo_ev="0.9 / -2.9" multiplicity=3
C 0.66 0.77 0.18 -0.30
N -0.89 -0.60 -1.29 -1.06
O -0.26 -1.28 1.32 -0.76
O 1.08 0.75 1.47 -0.69
S 0.24 -0.98 -0.06 1.15
H -0.23 1.46 0.04 0.18
H 1.53 1.21 -0.48 0.22
H -1.88 -0.37 -1.08 0.40
H -0.81 -1.16 -2.08 0.37
H 0.57 0.20 1.98 0.49

# 3
43
Properties=species:S:1:pos:R:3:mulliken_charge:R:1 method="wB97M-V/def2-TZVPD" charge=+2 largest_force_ev_per_a=2.5 gap_ev="3.76 / 5.03" e_homo_ev="-14.83 / -15.28" lumo_ev="-11.1 / -10.2" multiplicity=6
Sm -1.16 0.38 1.06 0.92
P 0.87 -1.06 2.29 0.15
C 1.83 -1.55 0.93 -0.65
C 1.30 -1.68 -0.39 1.01
N 0.12 -1.02 -0.72 0.05
C -0.31 -1.13 -1.99 0.65
C 0.30 -1.95 -2.93 -0.69
C 1.48 -2.62 -2.61 -0.58
C 1.99 -2.48 -1.34 -0.82
C -1.57 -0.41 -2.41 -1.07
P -1.97 1.15 -1.45 0.52
H 2.92 -2.98 -1.05 0.45
H -0.13 -2.04 -3.93 0.52
H 1.98 -3.26 -3.34 0.48
H -1.54 -0.15 -3.48 0.55
H -2.44 -1.07 -2.29 0.41
H 3.71 0.31 0.16 0.29
H 2.82 -2.00 1.06 0.51
H 2.38 2.96 0.08 0.31
O 3.93 1.26 0.01 -0.57
H 4.90 1.24 0.01 0.32
H -0.39 2.09 1.45 0.00
O 1.65 3.56 0.35 -0.59
H 0.90 3.31 -0.22 0.26
C -1.00 2.44 -2.30 -1.22
H -1.33 2.62 -3.33 0.41
H -1.14 3.37 -1.72 0.37
H 0.07 2.16 -2.30 0.34
C -3.73 1.52 -1.62 -1.13
H -3.91 2.46 -1.07 0.38
H -4.07 1.66 -2.66 0.40
H -4.32 0.71 -1.16 0.37
C 0.20 -2.48 3.22 -1.04
H 0.99 -3.05 3.73 0.41
H -0.53 -2.10 3.96 0.40
H -0.32 -3.14 2.49 0.36
C 1.66 0.15 3.42 -1.13
H 0.94 0.39 4.22 0.41
H 2.58 -0.25 3.88 0.44
H 1.90 1.07 2.86 0.37
O -4.74 0.77 3.82 -0.45
C -3.86 0.53 3.06 0.55
N -2.96 0.30 2.28 -0.71

# 4
15
Properties=species:S:1:pos:R:3:nbo_charge:R:1 method="wB97M-V/def2-TZVPD" largest_force_ev_per_a=2.4 gap_ev="8.24 / 8.24" e_homo_ev="-9.60 / -9.61" lumo_ev="-1.4 / -1.4"
C -2.17 0.18 1.16 -0.63
C -0.87 -0.26 0.52 0.29
C 1.65 0.06 -0.65 0.15
C 1.44 0.30 0.68 -0.18
C 2.18 -0.40 -1.73 -0.44
N 0.33 -0.05 1.34 -0.12
C -0.72 0.37 -0.88 0.22
O -0.47 -1.53 0.64 -0.43
N -0.94 0.88 -1.89 -0.30
H 2.19 0.83 1.25 0.26
H -2.20 -0.23 2.17 0.24
H -2.24 1.27 1.20 0.23
H -3.00 -0.22 0.58 0.23
H 2.96 -1.15 -1.68 0.24
H 1.86 -0.06 -2.70 0.25

# 5
71
Properties=species:S:1:pos:R:3:mulliken_charge:R:1 method="wB97M-V/def2-TZVPD" charge=+1 largest_force_ev_per_a=4.1 gap_ev="3.20 / 3.13" e_homo_ev="-9.93 / -9.93" lumo_ev="-6.7 / -6.8" multiplicity=2
Cu -5.81 -2.90 -1.23 0.95
N -0.89 0.79 0.16 1.17
O -0.70 1.90 -0.20 -0.32
O -1.84 0.24 -0.36 -0.42
O -0.13 0.31 1.02 -0.43
C 2.63 -1.82 -5.54 -0.74
O 3.70 -0.92 -5.62 -0.31
C 3.66 0.04 -4.59 -0.41
C 4.89 0.86 -4.56 -0.88
N 6.05 0.27 -3.84 -0.42
C 5.78 -0.04 -2.40 -0.30
C 7.02 -0.79 -1.79 -0.59
O 7.23 -1.96 -2.50 -0.36
C 6.41 -3.15 -2.18 -0.74
H 2.57 -2.41 -4.63 0.28
H 2.79 -2.46 -6.41 0.26
H 1.69 -1.28 -5.64 0.31
H 3.40 -0.35 -3.61 0.37
H 2.89 0.76 -4.89 0.43
H 4.55 1.85 -4.27 0.39
H 5.28 0.78 -5.58 0.40
H 6.24 -0.67 -4.15 0.35
H 4.96 -0.75 -2.43 0.05
H 5.54 0.80 -1.76 0.37
H 6.86 -0.94 -0.72 0.35
H 7.94 -0.21 -1.88 0.32
H 6.52 -3.55 -1.17 0.34
H 6.50 -3.94 -2.92 0.30
H 5.34 -2.93 -2.17 0.23
C -3.55 -5.03 0.90 -0.81
O -4.24 -3.96 1.42 -0.18
C -4.21 -3.91 2.83 -0.76
C -5.14 -2.80 3.26 -0.59
N -6.39 -2.82 2.53 -0.21
C -7.34 -1.89 3.04 -0.91
C -6.93 -0.44 3.06 -0.54
O -6.48 -0.05 1.75 -0.31
C -5.71 1.19 1.78 -0.77
H -2.49 -5.03 1.14 0.32
H -3.66 -5.13 -0.18 0.20
H -3.88 -6.00 1.27 0.35
H -3.22 -3.61 3.17 0.36
H -4.35 -4.87 3.33 0.44
H -4.71 -1.81 3.13 0.25
H -5.35 -2.83 4.33 0.43
H -6.81 -3.74 2.61 0.25
H -7.70 -2.27 4.00 0.41
H -8.15 -2.12 2.35 0.39
H -6.11 -0.39 3.78 0.35
H -7.64 0.33 3.36 0.48
H -5.43 1.59 0.80 0.27
H -4.75 1.15 2.28 0.29
H -6.38 1.95 2.18 0.33
C -2.62 7.74 -4.49 -0.49
O -3.53 8.52 -3.78 -0.48
H -3.16 6.99 -5.07 0.20
H -2.08 8.43 -5.14 0.24
H -1.94 7.21 -3.83 0.22
H -2.90 9.02 -3.25 0.31
C 1.53 5.59 4.01 -0.48
O 1.97 5.90 2.70 -0.49
H 1.39 4.51 4.14 0.23
H 2.22 5.84 4.81 0.22
H 0.66 6.22 4.15 0.22
H 1.67 5.18 2.13 0.30
C 4.53 -1.17 5.53 -0.51
O 4.45 -0.15 4.62 -0.49
H 5.15 -1.00 6.42 0.24
H 3.51 -1.44 5.80 0.22
H 4.91 -2.06 5.05 0.24
H 3.79 -0.36 3.95 0.29

# 6
16
Properties=species:S:1:pos:R:3:nbo_charge:R:1 method="wB97M-V/def2-TZVPD" largest_force_ev_per_a=3.1 gap_ev=8.40 e_homo_ev=-7.33 lumo_ev=1.1
C -1.19 -1.90 -0.47 -0.44
C 1.29 0.43 -1.22 -0.68
C 0.01 0.17 -0.54 0.32
N 0.83 1.56 1.60 -0.69
C -0.98 0.68 0.39 0.03
N -0.02 0.43 1.36 -0.39
N -1.15 -0.48 -0.77 -0.39
H 0.36 2.26 2.17 0.35
H 1.61 1.22 2.17 0.36
H -2.01 0.92 0.62 0.21
H -0.52 -2.46 -1.14 0.19
H -2.20 -2.28 -0.60 0.20
H -0.87 -2.08 0.57 0.20
H 1.23 1.32 -1.85 0.24
H 1.59 -0.43 -1.84 0.23
H 2.04 0.64 -0.46 0.26

# 7
102
Properties=species:S:1:pos:R:3:mulliken_charge:R:1 method="wB97M-V/def2-TZVPD" charge=+1 largest_force_ev_per_a=3.5 gap_ev="6.79 / 6.79" e_homo_ev="-10.91 / -10.90" lumo_ev="-4.1 / -4.1"
Nb 12.49 10.36 12.02 -0.74
Se 12.83 9.76 14.68 -0.25
P 10.87 10.89 14.84 1.11
Se 10.16 11.35 12.73 -0.36
C 10.81 12.51 15.63 0.66
C 11.51 12.83 16.82 -0.56
C 11.42 14.12 17.34 -0.58
C 10.62 15.12 16.76 -0.48
C 9.88 14.79 15.62 -0.79
C 10.01 13.51 15.08 -0.29
C 9.63 9.94 15.73 0.74
C 9.74 8.57 15.83 -0.54
C 8.81 7.82 16.57 -0.95
C 7.62 8.42 17.08 -0.53
C 7.45 9.78 16.88 -0.61
C 8.43 10.55 16.23 -0.56
H 12.13 12.06 17.30 0.40
H 12.05 14.31 18.17 0.43
H 10.45 16.08 17.26 0.40
H 9.28 15.53 15.07 0.40
H 9.37 13.20 14.22 0.28
H 10.60 8.08 15.36 0.56
H 8.95 6.77 16.81 0.41
H 6.98 7.79 17.70 0.40
H 6.56 10.29 17.28 0.40
H 8.30 11.67 16.20 0.25
C 9.47 6.83 12.90 -1.43
C 10.24 7.01 11.59 1.77
C 10.11 5.76 10.69 -1.67
O 9.81 8.13 10.84 -0.47
C 11.75 7.26 11.95 -0.22
O 12.54 6.34 12.03 -0.56
O 12.16 8.52 12.01 0.44
H 8.38 6.96 12.84 0.42
H 9.84 7.56 13.63 0.05
H 9.67 5.85 13.34 0.42
H 9.08 5.66 10.31 0.43
H 10.48 4.92 11.28 0.38
H 10.69 5.68 9.77 0.33
H 9.53 8.92 11.36 0.00
C 15.77 7.99 13.24 -0.89
Si 15.91 9.34 11.92 -0.14
C 15.29 8.47 10.34 -0.32
C 17.51 10.20 11.85 -1.09
N 14.61 10.53 12.28 0.48
C 14.87 11.72 12.91 0.31
C 15.70 11.83 14.08 -0.25
C 16.05 13.08 14.58 -0.94
C 15.74 14.21 13.87 -0.47
C 14.93 14.17 12.76 -0.88
C 14.42 12.96 12.37 0.86
F 13.24 12.87 11.69 0.06
H 16.61 7.28 13.29 0.40
H 14.89 7.44 12.95 0.16
H 15.70 8.28 14.29 0.32
H 15.71 7.46 10.25 0.58
H 15.60 9.08 9.46 -0.15
H 14.17 8.35 10.38 -0.22
H 17.53 11.24 11.52 0.35
H 18.19 9.64 11.19 0.45
H 17.92 10.24 12.89 0.31
H 16.06 10.84 14.49 0.34
H 16.73 13.07 15.44 0.43
H 16.08 15.18 14.24 0.39
H 14.59 15.02 12.17 0.50
C 11.70 9.69 6.05 -1.79
C 11.51 9.44 7.52 2.38
C 9.93 9.22 7.65 -1.58
C 12.21 8.14 7.89 -1.29
Si 12.28 10.89 8.50 -1.68
O 12.43 10.50 10.15 2.31
C 10.99 12.25 8.40 0.54
C 11.16 13.54 7.83 -0.38
C 10.25 14.56 8.10 -0.82
C 9.20 14.37 9.01 -0.74
C 8.94 13.11 9.44 -0.98
C 9.81 12.08 9.16 -0.18
C 13.90 11.48 7.83 1.36
C 14.95 10.55 7.53 -0.65
C 16.19 11.01 7.20 -0.46
C 16.55 12.37 7.28 -0.82
C 15.54 13.25 7.66 -1.00
C 14.25 12.83 8.03 -0.52
H 11.16 8.95 5.46 0.56
H 12.76 9.67 5.73 0.32
H 11.36 10.70 5.66 0.24
H 9.70 8.42 6.93 0.63
H 9.32 10.13 7.43 0.24
H 9.76 8.93 8.70 0.14
H 11.71 7.25 7.47 0.49
H 12.27 8.04 8.94 -0.04
H 13.28 8.16 7.61 0.18
H 12.01 13.80 7.19 0.63
H 10.40 15.50 7.58 0.42
H 8.53 15.16 9.29 0.47
H 8.11 12.84 10.07 0.54
H 9.51 11.10 9.44 0.60
H 14.77 9.44 7.55 0.23
H 16.96 10.27 6.97 0.42
H 17.53 12.73 7.11 0.48
H 15.72 14.30 7.83 0.39
H 13.57 13.58 8.46 0.69

# 8
60
Properties=species:S:1:pos:R:3:nbo_charge:R:1 method="wB97M-V/def2-TZVPD" charge=+1 largest_force_ev_per_a=2.0 gap_ev=7.81 e_homo_ev=-10.95 lumo_ev=-3.1
F -3.63 -3.80 4.24 -0.33
C -3.52 -3.06 3.09 0.39
C -4.20 -1.85 2.98 -0.27
C -4.10 -1.16 1.77 -0.18
C -3.31 -1.65 0.70 -0.04
C -3.22 -0.76 -0.55 -0.46
C -2.73 -1.08 -1.97 0.09
C -3.06 -0.14 -2.97 -0.26
C -2.49 -0.19 -4.24 -0.19
C -1.67 -1.28 -4.59 -0.23
C -1.36 -2.24 -3.62 -0.20
C -1.84 -2.11 -2.31 -0.26
C -2.52 -2.78 0.93 -0.20
C -2.63 -3.51 2.12 -0.27
H -4.72 -1.44 3.84 0.24
H -4.58 -0.19 1.64 0.22
H -4.15 -0.14 -0.62 0.23
H -3.70 0.71 -2.71 0.21
H -2.65 0.64 -4.95 0.22
H -1.26 -1.36 -5.60 0.22
H -0.71 -3.07 -3.87 0.22
H -1.52 -2.84 -1.56 0.20
H -1.79 -3.09 0.20 0.20
H -2.00 -4.39 2.29 0.24
C 0.12 2.82 1.66 -0.41
N 0.89 1.59 1.71 -0.30
C 1.35 0.86 0.66 0.52
H -2.46 -0.04 -0.27 0.21
C 1.77 1.40 -0.65 -0.18
C 3.09 1.88 -0.73 -0.16
C 3.55 2.41 -1.92 -0.21
C 2.75 2.48 -3.06 0.02
C 3.37 3.06 -4.29 -0.64
C 1.43 2.00 -3.00 -0.15
C 0.94 1.49 -1.79 -0.18
N 1.67 -0.38 1.14 -0.31
C 1.87 -1.60 0.38 -0.41
C 1.70 -0.32 2.54 0.17
C 1.22 0.93 2.90 0.11
C 1.47 1.47 4.15 -0.21
C 2.26 0.72 5.05 -0.18
C 2.75 -0.55 4.68 -0.19
C 2.46 -1.08 3.41 -0.23
H 0.09 3.26 2.66 0.23
H 0.55 3.53 0.95 0.24
H -0.92 2.58 1.39 0.23
H 3.72 1.84 0.15 0.22
H 4.57 2.80 -1.97 0.23
H 2.72 3.06 -5.16 0.23
H 3.69 4.09 -4.09 0.24
H 4.28 2.50 -4.53 0.24
H 0.76 2.02 -3.86 0.23
H -0.08 1.14 -1.70 0.23
H 2.36 -2.36 1.00 0.23
H 0.88 -2.00 0.08 0.23
H 2.51 -1.39 -0.49 0.24
H 1.17 2.50 4.33 0.23
H 2.54 1.15 6.01 0.24
H 3.41 -1.09 5.37 0.24
H 2.91 -2.00 3.03 0.23